1.
The following is a DFT calculation (ωB97M-V with the def2-TZVPD basis set) of a molecular structure, CHNO2S in a non-equilibrium geometry.

Structure (XYZ):
```
6
Properties=species:S:1:pos:R:3:lowdin_charge:R:1
C 1.62 -0.10 -0.29 0.04
N 0.56 -0.16 -0.68 0.02
O -1.52 1.41 0.45 -0.47
O -1.61 -1.10 0.68 -0.46
S -1.69 0.06 -0.16 0.81
H 2.63 -0.10 0.00 0.07
```

Calculated values
Largest force on an atom ... 0.06015 hartree/bohr
Total charge ... 0
2S+1 ... 1



2.
The following is a DFT calculation (ωB97M-V with the def2-TZVPD basis set) of 2 unconnected molecules or ions with the total composition CHNO3S in a non-equilibrium geometry.

Structure (XYZ):
```
7
Properties=species:S:1:pos:R:3:lowdin_charge:R:1
C 1.97 0.19 0.42 -0.02
N 1.00 -0.32 0.54 0.04
O -2.17 -1.34 -0.08 -0.26
O -2.02 1.11 0.32 -0.25
O -0.27 -0.10 -1.00 -0.30
S -1.46 -0.07 -0.28 0.68
H 2.95 0.52 0.08 0.09
```

Calculated values
Largest force on an atom ... 0.15712 hartree/bohr
Total charge ... 0
2S+1 ... 1
SMILES string ... O=S(=O)=O.C#N



Energy above the lowest of the compared OMol25 structures with the same formula, charge and spin (computed, kcal/mol): 6.3; 69.6
HOMO energy (computed, eV): -10.758; -11.675
Gap between HOMO and LUMO (computed, eV): 10.6; 11.5